No. 1
DFT (wB97M-V/def2-TZVPD) results for the ion C4H7N4O with charge +1.

Calculated values
charge	+1
strongest force on any atom	0.0566	hartree/bohr
relative energy (zero: lowest compared OMol25 entry of this formula, charge and spin)	3.672	eV
HOMO level	-14.48	eV
electronic energy	-12258.0073	eV
frontier orbital gap	8.556	eV

Positions of all 16 atoms, in Å:
O 2.869 0.275 -0.158
N 0.688 0.672 -0.032
N -1.167 -0.905 -0.500
N 1.868 1.084 -0.172
N 0.711 -1.768 0.582
C 0.189 -0.827 -0.345
C -0.287 1.641 0.129
C -1.978 -0.069 -0.005
C -1.578 1.311 0.273
H 0.652 -2.741 0.222
H 0.071 2.634 -0.041
H -2.156 2.212 0.313
H -3.029 -0.317 0.085
H -0.017 -1.689 1.234
H 0.616 -0.840 -1.340
H 2.546 -0.674 -0.244

=====

No. 2
DFT (wB97M-V/def2-TZVPD) results for a structure of composition C27H54BeCl2N3O4Si2.

Calculated values
charge	-1
strongest force on any atom	0.0782	hartree/bohr
relative energy (zero: lowest compared OMol25 entry of this formula, charge and spin)	1.400	eV
HOMO level	-0.95	eV
electronic energy	-82740.2212	eV
frontier orbital gap	3.075	eV

Positions of all 93 atoms, in Å:
Cl 0.942 -0.390 1.619
Cl 1.570 -2.068 4.463
Si -0.782 0.091 -2.814
Si 2.049 0.095 4.703
O -1.897 0.384 4.026
O 0.400 -0.617 -3.758
O -1.641 -1.258 2.142
O -1.586 1.428 1.719
N -1.277 -3.485 1.978
N -1.592 3.166 0.270
N -2.599 0.488 6.198
C 2.802 -2.260 -3.868
C -0.244 0.807 -7.995
C 1.942 1.417 -6.386
C -0.963 2.327 1.073
C 1.715 0.016 6.619
C -3.027 3.027 0.013
C -1.694 0.184 5.256
C -0.713 -4.692 2.571
C 2.765 1.941 5.211
C -0.790 1.913 -3.213
C 2.747 -3.448 -6.630
C -2.249 0.710 7.602
C 1.015 0.462 -5.964
C 1.419 -0.330 -4.711
C 2.113 -1.636 -5.034
C -0.865 4.164 -0.509
C -3.975 0.777 5.819
C 1.797 2.062 -7.606
C 0.691 1.768 -8.411
C -0.504 -0.478 -1.094
C -0.078 0.148 -6.769
C 3.817 -0.111 3.954
C 0.744 0.964 3.606
C 2.064 -2.174 -6.268
C -1.334 -2.358 2.672
C -1.420 -3.457 0.525
C -2.376 -0.555 -3.540
Be -0.957 0.186 2.524
H -0.229 -1.542 -1.074
H 2.162 0.290 -4.185
H -0.747 -0.262 5.622
H 3.807 -1.828 -3.712
H 2.928 -3.339 -4.025
H -3.454 4.037 -0.026
H 2.790 1.630 -5.734
H 3.633 1.829 5.874
H -2.463 -1.640 -3.407
H 3.070 2.494 4.314
H 2.627 0.307 7.169
H 0.086 1.649 4.172
H 4.029 -1.137 3.616
H -1.229 0.363 7.797
H -1.101 0.568 -8.629
H -1.261 -5.548 2.163
H 4.596 0.144 4.688
H 1.302 1.617 2.920
H 2.221 -2.094 -2.949
H -1.382 -0.355 -0.444
H -2.965 0.161 8.233
H 3.987 0.546 3.090
H 2.596 -4.214 -5.851
H -3.484 2.444 0.811
H -0.818 2.019 -4.309
H 1.996 2.529 5.730
H -0.843 -4.642 3.657
H 1.436 -0.985 6.976
H 0.137 2.434 1.144
H -2.374 -0.340 -4.619
H -1.686 2.416 -2.821
H 0.926 0.715 6.930
H 3.834 -3.314 -6.780
H -4.173 1.856 5.883
H 0.551 2.292 -9.367
H -0.704 3.833 -1.545
H -0.787 -0.618 -6.441
H 2.545 2.796 -7.931
H 0.334 0.039 -0.607
H 1.575 -1.652 -7.091
H -4.166 0.411 4.809
H 0.117 4.322 -0.050
H -1.066 -2.448 3.740
H -1.631 -4.486 0.227
H -4.629 0.277 6.542
H 2.326 -3.827 -7.573
H -2.253 -2.803 0.241
H -2.335 1.781 7.862
H -3.230 -0.047 -3.076
H -0.490 -3.126 0.034
H 0.113 2.425 -2.858
H -3.191 2.517 -0.950
H -1.424 5.105 -0.509
H 0.359 -4.805 2.326

=====

No. 3
DFT (wB97M-V/def2-TZVPD) results for an isolated molecule of C4H4N2O.

Calculated values
strongest force on any atom	0.0104	hartree/bohr
relative energy (zero: lowest compared OMol25 entry of this formula, charge and spin)	2.489	eV
HOMO level	-9.47	eV
electronic energy	-9237.9993	eV
frontier orbital gap	9.361	eV

Positions of all 11 atoms, in Å:
O -1.390 -0.515 0.356
N -0.628 -1.656 0.180
N -1.608 1.639 -0.434
C 0.562 0.894 0.242
C -0.875 0.733 0.050
C 1.311 -0.202 0.080
C 0.629 -1.480 -0.011
H 2.392 -0.162 0.006
H 0.957 1.896 0.362
H 1.178 -2.398 -0.190
H -2.529 1.251 -0.641